140
Properties=species:S:1:pos:R:3:forces:R:3 method="wB97M-V/def2-TZVPD" de_lowest_kj_mol=53.6 lumo_energy_ev=-6.97 total_charge=+4
Cl -18.631984 -2.599183 4.824758 0.06 0.75 -0.32
O -18.443660 -2.682996 3.394550 0.03 0.16 0.02
O -18.810061 -3.933540 5.340626 -0.02 0.23 0.30
O -17.489137 -1.934552 5.424374 0.18 -0.44 -0.04
O -19.788208 -1.764495 5.117817 -0.25 -0.42 -0.08
C -15.186064 -4.426504 5.943430 0.53 -0.23 0.35
C -14.198761 -5.278699 5.123813 -0.66 -0.10 0.09
C -12.837991 -5.242339 5.777827 0.63 0.36 -0.60
N -11.786692 -6.143367 5.166369 -0.31 -0.63 -0.43
C -11.515331 -5.752362 3.752908 -0.19 1.13 0.25
C -12.185379 -7.597035 5.201439 -0.14 -0.85 1.25
C -10.899929 -8.426681 5.330769 0.60 0.18 -0.42
C -9.782380 -7.386321 5.559540 0.36 -0.39 -0.22
C -10.514243 -6.138102 5.960125 0.51 0.77 0.89
H -16.081631 -4.125382 5.406261 0.13 -0.02 -0.13
H -14.660547 -3.543584 6.316544 -0.27 0.17 -0.06
H -15.508619 -4.992086 6.819572 -0.01 0.08 0.04
H -14.147546 -4.881818 4.109614 0.02 -0.15 -0.07
H -14.583902 -6.300495 5.095486 0.08 0.00 -0.26
H -12.882506 -5.473137 6.840036 0.04 0.00 0.02
H -12.408180 -4.251921 5.606442 -0.10 0.11 0.53
H -10.663313 -6.291673 3.360112 -0.21 -0.29 -0.15
H -11.281979 -4.684500 3.742032 0.21 -0.09 0.10
H -12.439438 -5.843997 3.193990 0.16 -0.51 -0.25
H -12.839117 -7.924805 4.400070 0.07 0.51 -0.29
H -12.739033 -7.710772 6.136816 -0.12 0.07 -0.11
H -10.672867 -9.006654 4.438384 -0.18 0.00 -0.04
H -10.958244 -9.135048 6.152573 -0.16 0.08 0.07
H -9.195164 -7.233495 4.653490 -0.12 0.05 -0.06
H -9.047282 -7.691785 6.300726 -0.17 0.03 0.18
H -9.957220 -5.206429 5.845690 -0.14 -0.01 -0.56
H -10.753968 -6.125372 7.026821 -0.39 -0.37 -0.11
C -23.344334 4.659235 6.980934 0.38 0.76 0.08
C -22.162060 3.693534 6.916776 0.77 0.12 0.73
C -22.394393 2.535961 5.976035 -0.70 -0.01 -0.31
N -21.177665 1.801237 5.508205 0.84 -0.12 0.07
C -20.528484 1.084714 6.659114 0.08 0.19 -0.15
C -21.552244 0.846619 4.390312 0.40 -0.24 -0.44
C -20.513164 0.965885 3.268420 0.11 1.16 -0.12
C -19.453464 1.935142 3.826753 0.48 -1.38 0.36
C -20.101508 2.719933 4.951397 -0.69 -0.31 -1.11
H -23.386358 5.171850 7.941510 -0.08 -0.34 0.16
H -24.320648 4.232927 6.767883 0.02 -0.14 -0.01
H -23.132693 5.485785 6.299094 -0.40 -0.20 -0.32
H -21.853342 3.345576 7.908008 -0.49 -0.21 0.02
H -21.284345 4.281886 6.631791 -0.08 -0.10 -0.37
H -22.923028 2.869663 5.078903 0.27 0.19 -0.05
H -23.051907 1.770890 6.397724 0.08 0.09 0.22
H -20.340687 1.874917 7.379061 0.00 -0.33 0.38
H -19.583748 0.651568 6.338234 -0.06 -0.04 -0.16
H -21.151509 0.282391 7.042668 -0.21 0.17 0.03
H -21.569259 -0.136798 4.849225 -0.23 -0.12 -0.24
H -22.492687 1.138594 3.934677 -0.36 -0.07 0.65
H -20.062712 0.015445 3.001680 -0.11 -0.09 0.00
H -20.946890 1.438146 2.386939 -0.28 -0.35 -0.04
H -18.712446 1.216464 4.194031 0.34 0.65 0.44
H -18.964138 2.591228 3.111735 -0.17 -0.02 -0.14
H -19.377717 2.989191 5.709669 -0.30 0.35 0.22
H -20.658866 3.555766 4.530076 0.35 0.32 0.19
C -22.825721 -4.373801 6.325659 0.07 1.04 0.20
C -22.656156 -4.158819 4.809409 1.64 -1.00 0.35
C -23.026068 -5.391660 3.993934 -1.71 1.38 -0.01
N -24.492110 -5.399234 3.560235 -1.51 -1.14 -1.03
C -24.914003 -4.215542 2.759207 0.58 0.44 0.34
C -25.504235 -5.644908 4.692257 0.67 0.63 0.81
C -26.261551 -6.918244 4.392488 0.16 -0.46 0.33
C -25.283725 -7.727194 3.544470 -0.55 0.33 -0.51
C -24.704778 -6.658393 2.665050 1.97 0.55 -0.83
H -23.742644 -3.884829 6.655562 0.12 -0.05 0.39
H -21.958480 -3.947748 6.834846 -0.28 0.46 0.04
H -22.813085 -5.389311 6.726169 -0.27 -0.28 -0.70
H -21.581393 -4.011849 4.630187 0.00 -0.36 0.08
H -22.993838 -3.201792 4.412335 -0.75 -0.19 0.19
H -23.011241 -6.279834 4.618461 0.82 -0.21 -0.28
H -22.474793 -5.405212 3.058496 0.19 -0.45 0.10
H -24.128688 -3.972828 2.044391 -0.12 -0.13 -0.17
H -25.046625 -3.358619 3.415294 -0.02 -0.03 0.01
H -25.849093 -4.446508 2.263228 -0.05 0.07 -0.03
H -26.139705 -4.771589 4.815573 0.01 0.05 -0.22
H -24.909322 -5.704192 5.602930 -0.09 -0.21 0.00
H -27.191411 -6.701357 3.869730 0.05 -0.11 -0.17
H -26.512399 -7.468705 5.298152 -0.12 0.24 0.09
H -25.796942 -8.489150 2.961935 0.12 -0.08 -0.02
H -24.487781 -8.197387 4.121464 -0.13 -0.03 0.19
H -25.217012 -6.361250 1.752721 -0.85 -0.08 0.44
H -23.713838 -6.870986 2.251745 -0.02 -0.34 0.31
C -20.187692 -7.177790 6.092724 0.22 -0.54 0.12
C -20.128592 -8.713609 6.277500 0.16 1.17 -0.08
C -19.288919 -9.118049 7.477046 -0.01 -1.38 0.36
N -19.711716 -10.464103 8.097971 0.69 0.67 -0.63
C -20.881052 -10.256048 8.981549 -0.36 -0.41 -0.16
C -18.538430 -11.086337 8.831466 -0.45 0.58 0.01
C -18.899308 -12.549847 8.971167 -0.06 -0.51 0.42
C -19.858083 -12.862236 7.800018 0.82 0.64 -0.65
C -19.995814 -11.521222 7.065494 -0.81 0.06 -0.12
H -20.813893 -6.985326 5.223615 -0.03 0.26 0.07
H -19.199906 -6.766876 5.881994 -0.01 0.02 -0.01
H -20.566326 -6.662072 6.974699 -0.18 -0.02 -0.05
H -19.638198 -9.075960 5.374181 -0.23 -0.41 0.03
H -21.145872 -9.100487 6.309448 0.02 -0.12 0.13
H -19.272999 -8.459173 8.343526 -0.12 0.43 -0.31
H -18.267107 -9.304613 7.152395 0.08 0.29 0.04
H -20.643734 -9.585587 9.802031 0.21 -0.15 0.09
H -21.195861 -11.239248 9.323103 -0.09 0.16 0.32
H -21.696083 -9.820996 8.405987 0.06 -0.01 -0.09
H -18.353407 -10.512967 9.738161 -0.02 -0.18 0.11
H -17.705874 -10.928801 8.149634 0.17 -0.23 0.10
H -19.368830 -12.812428 9.918327 0.06 0.30 0.09
H -17.981654 -13.133742 8.929731 -0.08 -0.10 -0.08
H -20.838972 -13.226251 8.082914 0.11 -0.26 0.21
H -19.363923 -13.554028 7.122730 -0.38 -0.27 -0.01
H -20.994827 -11.342875 6.671911 -0.01 -0.09 0.00
H -19.309083 -11.386841 6.232274 0.27 -0.04 0.19
C -12.406686 3.514216 3.244986 -0.24 0.77 0.72
C -12.849457 2.165661 2.707421 -0.52 0.68 -0.76
C -14.323747 1.920611 3.017756 0.07 -1.22 0.26
N -14.777895 0.457663 2.910101 0.70 -0.21 0.65
C -16.242816 0.406089 3.022188 -1.12 -0.25 -1.76
C -14.285313 -0.220740 1.673719 0.45 0.51 -0.95
C -14.338415 -1.704409 1.917701 -0.07 -0.81 0.86
C -14.297694 -1.837660 3.461931 -0.31 -0.55 0.41
C -14.191668 -0.419183 4.009632 -0.13 0.06 -0.72
H -11.422812 3.792765 2.877218 0.01 -0.06 -0.03
H -12.395564 3.593905 4.336856 0.23 -0.49 -0.01
H -13.098800 4.323162 2.988593 0.04 -0.18 -0.46
H -12.147202 1.382092 2.986141 -0.18 -0.11 0.21
H -12.841297 2.264624 1.617609 0.48 -0.26 0.01
H -14.939650 2.405470 2.265513 -0.02 0.44 0.27
H -14.618484 2.181163 4.034999 0.02 0.37 -0.09
H -16.622811 0.411838 4.035219 0.23 0.12 0.12
H -16.629987 -0.460490 2.479819 0.22 -0.44 0.60
H -16.658397 1.193934 2.391256 0.07 0.42 0.49
H -14.795003 0.144262 0.781316 -0.34 -0.04 0.20
H -13.252035 0.090533 1.541449 0.04 -0.02 0.15
H -15.252262 -2.202672 1.601223 -0.01 0.27 -0.39
H -13.500354 -2.227397 1.464630 0.00 0.18 -0.23
H -15.188639 -2.377713 3.788541 -0.21 0.47 0.15
H -13.490516 -2.447789 3.873083 0.28 0.19 -0.33
H -14.770093 -0.218517 4.904840 0.32 -0.05 0.25
H -13.141183 -0.146790 4.069902 -0.08 0.19 0.40